# 1
C34H45GeN3O8PS4SeV as an isolated structure. Source: the Open Molecules 2025 dataset; level of theory: ωB97M-V/def2-TZVPD.

```
98
Properties=species:S:1:pos:R:3:lowdin_charge:R:1
V 0.4006 -0.1940 -0.8607 0.63
C 1.6088 -4.6739 -0.3363 -0.04
C 2.3355 -3.3574 -0.2818 -0.29
N 2.3507 -2.7874 0.8582 0.07
N 3.1163 -1.6976 1.1444 -0.01
C 2.5686 -0.6027 1.4597 -0.99
S 0.8624 -0.0705 1.3707 0.62
S 3.6211 0.7356 2.0323 0.87
C 4.3134 1.2576 0.4220 -0.40
C 4.3072 2.7531 0.2943 -0.30
C 3.0929 3.4226 0.1455 -0.04
C 3.0647 4.7964 -0.0105 -0.07
C 4.2494 5.5254 -0.0104 -0.10
C 5.4593 4.8682 0.1415 -0.10
C 5.4859 3.4868 0.2908 -0.06
C 2.9287 -2.8751 -1.5594 -0.09
C 3.5697 -3.7566 -2.4291 -0.03
C 4.1338 -3.3155 -3.6148 -0.10
C 4.0560 -1.9705 -3.9587 -0.09
C 3.4033 -1.0729 -3.1331 0.00
C 2.8206 -1.5283 -1.9477 -0.30
O 2.1706 -0.6992 -1.1448 -0.26
H 1.1572 -4.8727 0.6324 0.04
H 2.3018 -5.4844 -0.5762 0.07
H 0.8278 -4.6630 -1.0977 0.07
H 3.6756 0.8200 -0.3437 0.07
H 5.3160 0.8465 0.3133 0.08
H 2.1721 2.8492 0.1387 0.09
H 2.1154 5.3006 -0.1418 0.10
H 4.2255 6.6005 -0.1373 0.09
H 6.3865 5.4282 0.1407 0.09
H 6.4321 2.9698 0.4053 0.11
H 3.6428 -4.8034 -2.1646 0.10
H 4.6369 -4.0165 -4.2680 0.09
H 4.5042 -1.6203 -4.8805 0.10
H 3.3258 -0.0220 -3.3839 0.12
O -0.7481 -0.9852 -6.7843 0.08
C -0.5325 -0.8430 -5.4540 -0.27
C -0.8259 -1.8669 -4.5512 0.09
C -0.5650 -1.6295 -3.2190 -0.14
N -0.0746 -0.4703 -2.8347 0.04
C 0.2018 0.5152 -3.6662 -0.21
C -0.0006 0.3714 -5.0200 0.08
C 0.7079 1.7318 -2.9212 -0.53
O 1.1252 2.7118 -3.4827 0.12
O 0.6471 1.5563 -1.6151 -0.17
C -0.7583 -2.5603 -2.0405 -0.54
O -1.2784 -3.6487 -2.1653 0.09
O -0.2952 -2.0422 -0.9406 -0.20
H -1.1995 -1.8213 -6.9474 0.11
H -1.2400 -2.8177 -4.8613 0.13
H 0.2118 1.1764 -5.7076 0.14
C -2.9497 3.3927 1.4265 -0.07
C -2.0598 3.8322 0.2788 -0.43
C -0.5844 3.6794 0.5959 -0.06
O -2.3870 3.1974 -0.9803 -0.30
P -2.8777 1.7226 -1.3050 -0.07
S -2.8366 1.4717 -3.2295 0.34
S -1.9303 0.3532 -0.1354 0.44
O -4.3571 1.7736 -0.6912 -0.32
C -5.3074 0.7058 -0.4976 -0.45
C -5.2920 0.3066 0.9674 -0.06
C -5.1260 -0.4800 -1.4273 -0.09
H -2.7136 4.0061 2.2984 0.08
H -2.7668 2.3479 1.6842 0.04
H -4.0041 3.5115 1.1824 0.08
H -2.2569 4.8838 0.0561 0.14
H -0.3300 2.6450 0.8235 0.04
H -0.3483 4.2947 1.4676 0.09
H 0.0255 4.0055 -0.2456 0.07
H -6.2637 1.1816 -0.7311 0.14
H -4.3154 -0.0946 1.2382 0.03
H -6.0476 -0.4595 1.1533 0.08
H -5.5017 1.1663 1.6049 0.08
H -4.2083 -1.0272 -1.2076 0.05
H -5.0943 -0.1644 -2.4682 0.05
H -5.9743 -1.1527 -1.2842 0.08
C 0.6730 -0.3763 5.1315 -0.22
Ge -1.1140 -1.0873 4.7692 0.74
C -2.0273 -1.2833 6.5070 -0.24
C -2.1702 0.1452 3.6863 -0.22
C -0.9643 -2.9093 4.0537 -0.62
Se -0.7453 -3.1658 2.1311 0.88
C -2.6305 -3.2421 1.6660 -0.40
H 0.6014 0.6392 5.5239 0.02
H 1.2778 -0.3436 4.2254 -0.02
H 1.1846 -0.9970 5.8685 0.02
H -2.1586 -0.3175 6.9974 0.01
H -1.4615 -1.9318 7.1780 0.01
H -3.0146 -1.7253 6.3580 0.01
H -1.7719 1.1551 3.7971 0.02
H -3.2085 0.1423 4.0234 0.02
H -2.1459 -0.1022 2.6260 -0.05
H -1.8241 -3.4955 4.3860 0.01
H -0.0893 -3.3680 4.5201 0.01
H -3.0829 -2.2518 1.7023 0.00
H -3.1555 -3.9247 2.3332 0.02
H -2.6804 -3.6140 0.6437 0.01
```

Results
- HOMO level (spin up / spin down): -5.11 / -5.12 eV
- E_LUMO (spin up / spin down): 0.040 / 0.072 hartree
- Multiplicity: 2
- F_max: 0.72 eV/Å
- Total energy: -9445.57157 Ha
- Frontier orbital gap (spin up / spin down): 0.2272 / 0.2602 Eh
- Net charge: -1

# 2
A 13-piece molecular cluster, C4H33NO13 overall at a distorted geometry. Source: the Open Molecules 2025 dataset; level of theory: ωB97M-V/def2-TZVPD.

```
51
Properties=species:S:1:pos:R:3:lowdin_charge:R:1
C 3.2530 -0.6877 -1.4500 -0.14
N 1.8440 -0.3580 -1.6075 -0.08
C 0.5011 -0.9990 0.3751 0.01
C 1.2580 0.1787 -0.3243 -0.34
C 2.1429 0.9440 0.5613 -0.22
O 1.6052 1.7903 1.2693 0.05
H 3.4705 -1.5528 -0.7946 0.07
H 3.6636 -0.9438 -2.4458 0.08
H 3.8104 0.1579 -1.0482 0.06
H 1.2775 -1.1748 -1.8609 0.09
H -0.2907 -0.6580 1.0048 0.04
H 0.0203 -1.5898 -0.4259 0.08
H 1.1930 -1.6958 0.8211 0.07
H 0.4468 0.9095 -0.6776 0.12
H 3.2102 0.8890 0.6414 0.10
H -1.9262 -1.2657 -3.1160 0.05
H -0.6354 -0.5368 -3.6312 0.05
O -1.2236 -0.6424 -2.8793 -0.05
H 1.1466 -2.4104 3.1649 0.01
H 2.1688 -2.1263 4.2276 0.04
O 2.0074 -2.7104 3.4760 -0.06
H -0.7988 3.3457 -0.6793 0.01
H -2.0935 4.1950 -0.4273 0.06
O -1.7672 3.3067 -0.5898 -0.05
H 1.4145 2.4842 -1.6401 0.05
H 0.4445 2.9803 -2.5635 0.04
O 0.7203 3.1640 -1.6496 -0.04
H -3.4016 -3.4017 -1.7515 0.04
H -2.9222 -2.2851 -0.7562 -0.01
O -2.6741 -2.7988 -1.5563 -0.08
H 4.9824 -1.5079 1.9089 0.05
H 3.4023 -1.5906 1.9578 0.01
O 4.1628 -1.1708 1.5417 -0.05
H -3.3124 -0.5065 -0.0973 0.00
H -3.1815 -1.3000 1.2780 0.02
O -3.6731 -1.2464 0.4466 -0.07
H -1.7299 -0.0652 2.2441 0.00
H -2.5400 -0.6278 3.5249 0.07
O -1.8538 -0.8578 2.8891 -0.12
H -0.7734 2.2609 -3.9553 0.02
H -0.4162 1.8849 -5.3129 0.04
O -0.5493 2.6927 -4.7987 -0.05
H -2.5675 1.5402 -1.0163 0.06
H -1.6932 0.3435 -1.4440 0.04
O -2.3361 0.6359 -0.7677 -0.07
H -0.3664 -0.4862 5.2864 0.04
H -0.4689 -0.5555 3.7672 -0.02
O 0.1989 -0.5047 4.5015 -0.09
H -2.0234 1.3113 0.7342 0.02
H -1.1874 1.9088 1.9198 0.08
O -1.9393 1.3330 1.7251 -0.04
```

Results
- HOMO level: -9.16 eV
- E_LUMO: -0.006 hartree
- F_max: 3.74 eV/Å
- Total energy: -1205.05008 Ha
- Frontier orbital gap: 0.3311 Eh

# 3
A 2-piece molecular cluster, C4H12S overall at a distorted geometry. Source: the Open Molecules 2025 dataset; level of theory: ωB97M-V/def2-TZVPD.

```
17
Properties=species:S:1:pos:R:3:lowdin_charge:R:1
C -1.6059 -0.6536 -0.7714 -0.18
C -3.1465 -0.8659 -0.9541 -0.18
H -1.0259 -1.5180 -1.0251 0.04
H -1.2345 0.1894 -1.4326 0.08
H -1.3911 -0.4507 0.2914 0.05
H -3.6793 -1.1555 0.0095 0.07
H -3.3307 -1.6871 -1.7064 0.06
H -3.6493 0.0276 -1.4057 0.06
C 2.2198 0.5351 0.1154 -0.55
C 2.0756 0.0257 1.4968 -0.18
S 1.7400 2.3360 -0.2872 0.68
H 3.2620 0.5094 -0.2333 0.05
H 1.7044 -0.1876 -0.6052 0.08
H 2.0008 0.8308 2.1822 0.05
H 1.9207 3.0169 0.7074 -0.27
H 2.9586 -0.5355 1.9446 0.11
H 1.1812 -0.4170 1.6736 0.02
```

Results
- HOMO level: -9.02 eV
- E_LUMO: 0.036 hartree
- SMILES string: CCS.CC
- F_max: 5.64 eV/Å
- Total energy: -557.72501 Ha
- Frontier orbital gap: 0.3676 Eh

# 4
The molecule C19H30O4S2 at a distorted geometry. Source: the Open Molecules 2025 dataset; level of theory: ωB97M-V/def2-TZVPD.

```
55
Properties=species:S:1:pos:R:3:lowdin_charge:R:1
C 4.6882 3.1051 -3.2392 -0.11
C 3.6932 2.4959 -2.2589 -0.29
C 4.4012 1.7578 -1.1249 -0.27
C 3.4194 1.0941 -0.1749 -0.31
H 2.7554 0.4170 -0.7088 0.07
H 3.9372 0.5541 0.6167 0.10
S 2.4348 2.4028 0.7029 0.95
O 2.2541 1.9023 2.0736 -0.54
C 0.8064 2.0886 -0.1431 -0.24
H 0.1796 2.9655 0.0150 0.10
H 1.0081 1.9725 -1.2047 0.09
C 0.1577 0.8386 0.4392 -0.41
C -0.6060 1.1206 1.7178 -0.24
H 0.0802 1.4943 2.4726 0.08
H -1.4246 1.8153 1.5375 0.12
S -1.3708 -0.4858 2.2656 0.94
O -2.7564 -0.4517 1.7884 -0.52
C -1.4720 -0.0203 4.0589 -0.31
C -0.1343 -0.1781 4.7620 -0.26
C 0.1638 -1.6168 5.1859 -0.27
C 0.3000 -2.5791 4.0124 -0.13
H 1.0290 -2.2059 3.2971 0.07
H -0.6493 -2.7122 3.5003 0.04
H 0.6345 -3.5520 4.3656 0.07
H 1.0959 -1.6171 5.7551 0.11
H -0.6279 -1.9679 5.8519 0.11
H -0.1323 0.4506 5.6563 0.11
H 0.6715 0.1782 4.1160 0.10
H -1.8393 1.0035 4.0992 0.09
H -2.2276 -0.6777 4.4880 0.09
H 0.9398 0.0921 0.6409 0.14
O -0.7782 0.2556 -0.4662 0.00
C -0.2946 -0.4772 -1.4776 -0.42
O 0.8892 -0.5541 -1.7258 0.11
C -1.3650 -1.1606 -2.2236 -0.12
C -1.0824 -1.6961 -3.4784 -0.01
C -2.0678 -2.3505 -4.1888 -0.04
C -3.3473 -2.4925 -3.6613 -0.27
C -3.6163 -1.9650 -2.4012 -0.03
C -2.6424 -1.3026 -1.6819 0.01
H -2.8564 -0.9112 -0.6990 0.10
H -4.6041 -2.0790 -1.9792 0.12
C -4.4116 -3.2238 -4.4182 -0.05
H -4.1885 -3.2491 -5.4820 0.08
H -5.3824 -2.7567 -4.2688 0.08
H -4.4778 -4.2519 -4.0606 0.09
H -1.8451 -2.7587 -5.1643 0.11
H -0.0865 -1.5852 -3.8806 0.12
H 5.0266 2.4607 -0.5692 0.11
H 5.0561 0.9931 -1.5498 0.12
H 3.0444 1.7962 -2.7907 0.11
H 3.0707 3.2901 -1.8399 0.09
H 5.3072 2.3302 -3.6856 0.07
H 4.1679 3.6298 -4.0368 0.07
H 5.3392 3.8125 -2.7305 0.07
```

Results
- HOMO level: -8.80 eV
- E_LUMO: 0.023 hartree
- F_max: 1.77 eV/Å
- Total energy: -1839.29348 Ha
- Frontier orbital gap: 0.3468 Eh